<A>
Computed, not measured: a structure of composition C2H4O2P, with ωB97M-V/def2-TZVPD.

Calculated values
Spin multiplicity ... 1
Net charge ... +1
Frontier orbital gap (spin up / spin down) ... 6.9 / 6.9 eV
HOMO energy (spin up / spin down) ... -14.9 / -14.9 eV

CARTESIAN COORDINATES (ANGSTROEM)
C: -0.117 -0.035 -0.835
C: -0.670 0.094 0.633
P: -2.636 -0.138 -1.453
O: -1.175 -0.282 -1.732
H: 0.850 -0.611 -1.036
O: -1.922 0.517 0.540
H: -0.756 -0.792 1.234
H: 0.123 0.702 1.289
H: 0.319 0.965 -1.031

Results of the Löwdin charge analysis, in e, for atoms 1 through 8: -0.161, -0.339, 1.460, -0.367, 0.174, -0.216, 0.110, 0.197

***

<B>
Computed, not measured: the ion C2H4O2P with charge +1, with ωB97M-V/def2-TZVPD.

Calculated values
Spin multiplicity ... 1
Net charge ... +1
Frontier orbital gap ... 10.2 eV
HOMO energy ... -16.9 eV

CARTESIAN COORDINATES (ANGSTROEM)
H: -0.181 0.957 1.030
O: 1.768 1.103 -0.039
O: 0.695 0.401 -1.968
H: 1.044 -0.535 1.018
C: -0.070 -0.103 -0.880
H: -0.075 -1.222 -0.712
H: -0.996 0.424 -0.933
C: 0.627 0.430 0.453
P: 2.029 1.122 -1.571

Results of the Löwdin charge analysis, in e, for atoms 1 through 8: 0.155, -0.292, -0.275, 0.180, -0.154, 0.162, 0.123, -0.154

***

Most stable = <B>

***

<A>
Computed, not measured: the molecule C10H12O3, with ωB97M-V/def2-TZVPD.

Calculated values
Spin multiplicity ... 1
Frontier orbital gap ... 7.6 eV
HOMO energy ... -7.0 eV

CARTESIAN COORDINATES (ANGSTROEM)
H: 2.273 0.208 -1.355
H: 0.737 2.210 -1.720
O: -0.883 -0.775 -1.541
O: 1.015 0.910 1.544
C: -0.033 1.534 -1.415
H: 2.646 -2.268 -0.754
H: 1.783 0.304 1.604
C: 0.092 -1.313 1.409
C: 1.691 -1.743 -0.586
H: -1.464 3.150 -1.051
H: -2.142 0.211 1.844
O: -2.127 -0.167 -1.065
H: -3.088 1.369 -0.223
H: -0.920 -1.852 1.568
H: 0.464 -1.361 2.388
C: -0.029 0.135 1.123
C: -1.968 1.041 -0.237
C: 1.503 -0.488 -1.480
C: 0.158 0.140 -1.195
C: -1.186 2.147 -0.927
C: -1.367 0.835 1.224
H: 1.433 -3.036 0.990
C: 1.126 -2.031 0.629
H: 1.552 -0.863 -2.502
H: -1.266 1.704 1.724

Results of the Löwdin charge analysis, in e, for atoms 1 through 8: 0.097, 0.104, -0.016, 0.047, -0.036, 0.100, 0.123, -0.155

***

<B>
Computed, not measured: the molecule C10H12O3, with ωB97M-V/def2-TZVPD.

Calculated values
Spin multiplicity ... 1
SMILES ... CCOc1cccc(O)c1C(C)=O
Frontier orbital gap ... 9.1 eV
HOMO energy ... -8.4 eV

CARTESIAN COORDINATES (ANGSTROEM)
C: -2.070 0.426 1.640
H: 2.876 -3.038 -0.776
H: -2.516 0.141 0.760
O: -0.074 1.754 1.224
C: -0.806 1.497 -1.519
H: 0.257 3.381 -0.985
O: 0.078 -1.812 2.598
C: 1.579 -1.276 -1.120
O: 0.409 0.642 -1.577
H: 1.660 -3.461 1.542
H: 0.362 -2.715 2.963
C: -0.165 2.933 -1.882
H: 1.881 -1.257 -2.154
C: 0.652 -1.634 1.317
H: -1.317 1.246 -2.464
C: 0.597 -0.343 -0.679
H: -2.701 1.228 2.002
C: -0.605 0.692 1.205
H: -2.172 -0.408 2.409
H: -1.320 1.303 -0.617
H: 0.592 2.552 -2.625
C: 2.047 -2.413 -0.453
C: 0.193 -0.489 0.690
C: 1.502 -2.596 0.846
H: -0.937 3.646 -2.347

Results of the Löwdin charge analysis, in e, for atoms 1 through 8: 0.012, 0.107, 0.043, 0.128, -0.140, 0.056, -0.003, -0.019

***

Most stable = <B>

***

<A>
Computed, not measured: the molecule C3H7NS2, with ωB97M-V/def2-TZVPD.

Calculated values
Spin multiplicity ... 1
SMILES ... CCSC(N)=S
Frontier orbital gap ... 8.6 eV
HOMO energy ... -8.2 eV

CARTESIAN COORDINATES (ANGSTROEM)
H: 1.039 -1.058 -0.442
H: 0.689 -1.858 -2.837
S: -0.009 1.178 -0.644
C: -0.045 -1.150 -2.452
H: -0.604 -1.865 -1.771
H: -0.675 -0.666 -3.096
S: 0.178 -1.191 1.291
C: 0.747 -0.300 -1.479
C: -0.308 0.421 0.938
H: -0.949 2.347 1.846
H: 1.952 -0.233 -1.985
N: -0.774 1.271 1.894
H: -1.098 0.815 2.617

Results of the Löwdin charge analysis, in e, for atoms 1 through 8: -0.016, 0.071, 0.839, -0.198, 0.080, 0.029, 0.595, -0.637

***

<B>
Computed, not measured: a cluster of 2 separate species, C3H7NS2 in total, with ωB97M-V/def2-TZVPD.

Calculated values
Spin multiplicity ... 1
Frontier orbital gap (spin up / spin down) ... 7.4 / 7.4 eV
HOMO energy (spin up / spin down) ... -7.6 / -7.6 eV

CARTESIAN COORDINATES (ANGSTROEM)
C: 1.512 0.558 0.104
H: 1.329 1.507 -1.691
H: 0.768 -2.219 1.255
H: -1.573 -0.591 -1.270
N: -1.648 -0.201 -0.393
H: 1.078 0.375 1.108
C: 1.025 1.443 -0.656
H: -1.065 -0.570 1.639
H: 2.245 -0.167 -0.193
S: -2.810 0.934 -0.132
H: 0.178 2.152 -0.375
C: -1.002 -0.927 0.544
S: -0.039 -2.292 0.060

Results of the Löwdin charge analysis, in e, for atoms 1 through 8: -0.164, 0.056, -0.044, 0.033, -0.619, 0.052, -0.105, 0.118

***

<C>
Computed, not measured: the molecule C3H7NS2, with ωB97M-V/def2-TZVPD.

Calculated values
Spin multiplicity ... 1
SMILES ... CCN(S)C=S
Frontier orbital gap ... 9.0 eV
HOMO energy ... -8.5 eV

CARTESIAN COORDINATES (ANGSTROEM)
C: 0.081 0.588 0.790
H: 0.649 1.344 -1.072
H: -1.096 1.226 -0.794
C: -0.127 1.476 -0.372
H: -0.560 -2.554 -0.546
H: 0.914 0.796 1.372
C: -0.826 -1.586 -0.100
H: -0.757 0.568 1.495
H: -0.149 2.571 -0.140
N: 0.216 -0.818 0.237
S: -2.386 -1.173 0.118
H: 2.223 -1.005 -1.114
S: 1.818 -1.433 0.125

Results of the Löwdin charge analysis, in e, for atoms 1 through 8: -0.296, 0.055, 0.053, -0.103, 0.055, 0.071, -0.781, 0.094

***

Most stable = <C>

***

<A>
Computed, not measured: a cluster of 2 separate species, FH3S in total, with ωB97M-V/def2-TZVPD.

Calculated values
Spin multiplicity ... 1
SMILES ... F.S
Frontier orbital gap ... 10.7 eV
HOMO energy ... -10.2 eV

CARTESIAN COORDINATES (ANGSTROEM)
H: -1.812 -0.396 0.297
H: 0.634 0.512 0.437
H: 2.327 0.550 -0.517
S: 1.478 -0.389 -0.079
F: -2.627 -0.277 -0.137

Charge distribution, Löwdin scheme, values in e: 0.061, -0.235, -0.219, 0.472, -0.079

***

<B>
Computed, not measured: a cluster of 2 separate species, FH3S in total, with ωB97M-V/def2-TZVPD.

Calculated values
Spin multiplicity ... 1
SMILES ... F.S
Frontier orbital gap ... 10.4 eV
HOMO energy ... -9.5 eV

CARTESIAN COORDINATES (ANGSTROEM)
S: 0.885 -0.136 -0.068
F: -2.009 -0.227 0.016
H: -2.421 0.546 -0.299
H: 1.849 -1.057 0.070
H: 1.696 0.873 0.281

Charge distribution, Löwdin scheme, values in e: 0.504, -0.140, 0.085, -0.224, -0.225

***

Most stable = <A>